{"formula": "C66H71AsN3NiO", "method": "ωB97M-V with the def2-TZVPD basis set", "species": ["Ni", "C", "C", "C", "C", "C", "C", "C", "C", "C", "C", "C", "C", "N", "C", "C", "C", "C", "C", "C", "C", "N", "C", "C", "C", "C", "C", "C", "C", "C", "C", "C", "C", "C", "H", "H", "H", "H", "H", "H", "H", "H", "H", "H", "H", "H", "H", "H", "H", "H", "H", "H", "H", "H", "H", "H", "H", "H", "H", "H", "H", "H", "H", "H", "H", "H", "H", "H", "H", "H", "H", "H", "H", "C", "C", "C", "C", "C", "C", "C", "O", "C", "C", "C", "H", "H", "H", "H", "H", "H", "H", "H", "H", "H", "H", "H", "N", "C", "C", "C", "C", "C", "C", "C", "H", "H", "H", "H", "H", "C", "C", "C", "C", "C", "C", "As", "C", "C", "C", "C", "C", "C", "C", "C", "C", "C", "C", "C", "H", "H", "H", "H", "H", "H", "H", "H", "H", "H", "H", "H", "H", "H", "H"], "coordinates": [[0.1168, -0.3967, -0.1089], [5.5917, 1.8106, 0.1021], [5.0421, 0.4058, -0.1715], [6.1989, -0.6015, -0.2050], [4.2767, 0.3757, -1.4802], [4.9880, 0.7709, -2.6068], [4.4081, 0.8137, -3.8562], [3.0719, 0.4986, -3.9792], [2.3071, 0.1222, -2.8836], [0.8488, -0.1726, -3.1467], [0.1845, 1.0102, -3.8574], [0.7190, -1.4444, -3.9872], [2.9136, 0.0156, -1.6151], [2.1940, -0.4647, -0.4987], [2.7687, -1.4025, 0.1870], [2.4211, -1.9760, 1.4512], [3.3006, -2.9828, 1.8987], [3.1921, -3.5844, 3.1263], [2.1818, -3.1641, 3.9974], [1.3013, -2.1983, 3.6096], [1.3370, -1.5828, 2.3186], [0.4162, -0.6829, 1.9839], [-0.4986, -0.2034, 2.9490], [-1.7112, -0.8471, 3.2909], [-2.6196, -0.1919, 4.1214], [-2.3286, 1.0085, 4.7269], [-1.0886, 1.5741, 4.5004], [-0.1807, 1.0079, 3.6197], [1.1340, 1.7432, 3.4783], [2.3097, 0.9489, 4.0557], [1.3887, 2.2061, 2.0495], [-2.1935, -2.2335, 2.8973], [-2.3067, -3.1102, 4.1551], [-1.3944, -2.9858, 1.8469], [6.1811, 1.8029, 1.0160], [4.7753, 2.5190, 0.2279], [6.2290, 2.1575, -0.7078], [4.3887, 0.1481, 0.6689], [6.9217, -0.3347, -0.9725], [5.8438, -1.6084, -0.4187], [6.7087, -0.6137, 0.7558], [6.0289, 1.0341, -2.5096], [4.9903, 1.1010, -4.7176], [2.6157, 0.5346, -4.9548], [0.3194, -0.3288, -2.1852], [0.6049, 1.1608, -4.8478], [0.3186, 1.9294, -3.2906], [-0.8824, 0.8359, -3.9687], [1.2146, -1.3174, -4.9464], [-0.3261, -1.6723, -4.1786], [1.1718, -2.2934, -3.4797], [3.6702, -1.8404, -0.2533], [4.1091, -3.2842, 1.2471], [3.8914, -4.3468, 3.4314], [2.0962, -3.6038, 4.9797], [0.5297, -1.8660, 4.2856], [-3.5867, -0.6408, 4.2945], [-3.0489, 1.4909, 5.3677], [-0.8320, 2.4960, 5.0037], [1.0442, 2.6479, 4.0893], [2.6636, 0.1837, 3.3704], [2.0190, 0.4736, 4.9911], [3.1340, 1.6265, 4.2644], [1.4712, 1.3555, 1.3750], [2.3067, 2.7847, 2.0012], [0.5649, 2.8374, 1.7228], [-3.2045, -2.0946, 2.4899], [-1.3190, -3.3230, 4.5593], [-2.7774, -4.0576, 3.9022], [-2.9005, -2.6326, 4.9297], [-0.4664, -3.3888, 2.2484], [-1.9846, -3.8190, 1.4706], [-1.1671, -2.3166, 1.0205], [0.6754, 8.2899, -0.8424], [0.6581, 6.8030, -0.9491], [-0.4640, 6.0648, -0.6143], [-0.4745, 4.6807, -0.6735], [-1.7520, 3.9991, -0.3086], [0.6936, 3.9936, -1.0686], [0.8206, 2.5566, -0.9978], [-0.0145, 1.7311, -0.6349], [1.8254, 4.7450, -1.4882], [3.0687, 4.1086, -2.0354], [1.7821, 6.1217, -1.4125], [-0.2468, 8.6691, -0.4114], [0.8072, 8.7372, -1.8269], [1.5093, 8.6112, -0.2198], [-1.3599, 6.5752, -0.2930], [-2.5764, 4.4666, -0.8448], [-1.9468, 4.1159, 0.7575], [-1.7318, 2.9417, -0.5425], [1.8247, 2.2052, -1.2683], [2.8505, 3.4983, -2.9112], [3.5640, 3.4750, -1.3019], [3.7711, 4.8847, -2.3287], [2.6432, 6.6985, -1.7160], [0.2166, -2.3916, -0.8193], [0.4273, -3.5209, -0.7239], [0.6051, -4.9095, -0.6413], [-0.5307, -5.7264, -0.6011], [-0.3854, -7.0972, -0.5403], [0.8818, -7.6635, -0.5143], [2.0089, -6.8540, -0.5568], [1.8799, -5.4804, -0.6208], [-1.5099, -5.2728, -0.6251], [-1.2675, -7.7200, -0.5175], [0.9934, -8.7366, -0.4636], [2.9942, -7.2956, -0.5455], [2.7499, -4.8425, -0.6602], [-4.2533, 1.3601, -4.6351], [-3.6219, 0.1287, -4.6079], [-3.0693, -0.3431, -3.4299], [-3.1542, 0.3934, -2.2539], [-3.7623, 1.6417, -2.3018], [-4.3102, 2.1190, -3.4794], [-2.4524, -0.3106, -0.5545], [-3.4141, -2.0277, -0.6386], [-2.9309, -2.9769, -1.5347], [-3.5976, -4.1716, -1.7424], [-4.7435, -4.4561, -1.0191], [-5.1945, -3.5513, -0.0740], [-4.5357, -2.3472, 0.1154], [-3.5583, 0.7745, 0.6319], [-2.9230, 1.6023, 1.5464], [-3.6540, 2.4493, 2.3638], [-5.0347, 2.4586, 2.2893], [-5.6787, 1.6515, 1.3646], [-4.9460, 0.8268, 0.5296], [-4.7028, 1.7243, -5.5463], [-3.5556, -0.4729, -5.5027], [-2.5799, -1.3072, -3.4326], [-3.8330, 2.2414, -1.4043], [-4.7910, 3.0859, -3.4886], [-2.0050, -2.7837, -2.0664], [-3.2226, -4.8773, -2.4714], [-5.2799, -5.3783, -1.1839], [-6.0706, -3.7810, 0.5147], [-4.9069, -1.6566, 0.8621], [-1.8413, 1.5847, 1.6054], [-3.1415, 3.1000, 3.0576], [-5.6141, 3.1012, 2.9363], [-6.7558, 1.6781, 1.2858], [-5.4585, 0.2359, -0.2211]], "atomic_forces_ev_per_a": [[0.713, 0.417, 0.400], [-0.170, -0.185, 0.109], [0.200, 0.022, 0.157], [-0.220, 0.059, 0.169], [-0.221, 0.057, 0.126], [-0.096, -0.084, -0.149], [0.032, 0.028, 0.084], [0.022, 0.011, 0.035], [0.018, -0.034, 0.378], [-0.085, 0.048, -0.069], [-0.113, -0.084, 0.217], [-0.121, 0.007, 0.309], [0.610, 0.130, -0.744], [-0.872, -0.111, 0.607], [0.175, -0.135, 0.136], [-0.500, 0.129, -0.068], [0.127, -0.425, 0.445], [0.383, -0.098, -0.367], [-0.185, 0.232, -0.165], [0.036, 0.098, 0.015], [0.258, -0.152, 0.274], [-0.051, 0.000, -1.852], [-0.557, 0.272, 0.814], [0.160, 0.121, -0.207], [0.137, 0.278, 0.208], [0.101, -0.255, -0.021], [-0.182, 0.035, 0.015], [-0.074, -0.043, -0.047], [0.224, -0.116, -0.146], [-0.075, 0.205, -0.038], [0.043, -0.071, 0.170], [0.106, -0.313, -0.025], [-0.159, 0.087, -0.170], [-0.202, 0.269, -0.138], [0.049, 0.051, 0.106], [-0.025, 0.118, 0.040], [0.057, 0.049, -0.034], [0.068, 0.081, -0.171], [0.081, 0.005, -0.059], [0.021, -0.106, -0.024], [0.089, -0.028, 0.070], [0.130, 0.040, 0.052], [0.039, 0.020, -0.114], [-0.093, 0.023, -0.131], [0.150, 0.027, -0.542], [0.041, -0.002, -0.094], [-0.024, 0.089, -0.099], [-0.085, 0.027, -0.032], [0.056, 0.023, -0.086], [-0.189, -0.057, -0.051], [0.054, -0.092, 0.009], [0.017, 0.099, 0.114], [0.111, 0.015, -0.125], [0.081, -0.059, -0.029], [-0.020, -0.036, 0.113], [-0.034, -0.027, 0.108], [-0.091, -0.135, 0.023], [-0.100, 0.064, 0.106], [0.093, 0.080, 0.020], [-0.064, -0.097, -0.019], [0.046, -0.052, -0.020], [0.066, -0.073, 0.055], [0.169, 0.056, 0.006], [0.109, 0.115, 0.095], [0.208, 0.172, -0.047], [-0.067, 0.116, -0.132], [0.073, -0.021, 0.100], [0.105, 0.001, 0.047], [-0.040, -0.153, -0.022], [-0.014, -0.023, 0.080], [0.074, 0.037, -0.019], [-0.129, -0.123, -0.068], [-0.057, -0.356, 0.097], [-0.012, 0.114, 0.006], [-0.026, -0.250, -0.033], [0.132, -0.006, -0.042], [0.108, 0.021, -0.058], [-0.070, -0.236, -0.021], [-0.395, 0.429, 0.051], [0.733, 0.109, -0.088], [-0.325, -0.388, 0.239], [-0.125, -0.039, 0.090], [0.068, -0.042, -0.012], [-0.083, -0.025, 0.031], [-0.045, 0.048, 0.019], [0.018, 0.070, -0.042], [0.033, 0.065, 0.017], [-0.129, 0.079, 0.047], [-0.086, 0.076, 0.007], [-0.032, -0.031, 0.049], [-0.128, 0.152, 0.046], [-0.076, -0.169, 0.039], [0.045, -0.094, -0.049], [0.054, -0.078, 0.004], [0.056, -0.021, -0.040], [0.151, 0.014, -0.057], [0.064, -0.711, 0.268], [-0.247, 1.488, -0.241], [0.077, -1.259, 0.041], [0.061, 0.202, -0.013], [-0.023, -0.049, 0.008], [-0.005, 0.101, -0.003], [0.049, -0.044, 0.000], [-0.074, 0.210, -0.014], [-0.073, 0.017, 0.044], [-0.015, -0.069, 0.023], [0.001, -0.058, -0.003], [0.045, -0.028, 0.016], [0.086, 0.035, 0.021], [-0.025, 0.031, -0.005], [0.045, -0.066, -0.065], [0.058, -0.209, 0.138], [0.248, 0.086, -0.083], [0.093, 0.051, 0.336], [-0.020, 0.081, -0.086], [-0.996, -0.046, 0.063], [0.293, 0.004, 0.111], [0.266, 0.173, -0.078], [-0.011, -0.033, -0.073], [-0.029, -0.052, 0.014], [-0.047, -0.058, 0.025], [-0.001, 0.304, 0.170], [0.297, -0.006, 0.099], [0.224, -0.136, -0.227], [-0.075, 0.160, -0.027], [0.069, 0.084, 0.007], [-0.088, -0.096, -0.078], [-0.158, -0.200, -0.210], [-0.008, 0.032, -0.092], [-0.011, -0.031, -0.075], [-0.043, -0.010, -0.052], [-0.016, 0.033, -0.042], [-0.045, 0.080, 0.001], [-0.099, -0.060, -0.071], [0.022, -0.039, -0.032], [-0.022, -0.093, -0.010], [-0.059, 0.014, 0.052], [-0.003, -0.032, -0.038], [-0.028, 0.084, 0.119], [0.028, -0.007, 0.030], [-0.015, 0.063, 0.041], [-0.070, -0.029, -0.031], [-0.010, 0.027, 0.029]], "total_charge": 1, "gap_ev": [6.84, 6.36], "spin_multiplicity": 3, "lumo_ev": [-2.5, -2.9]}